(1)
103
Properties=species:S:1:pos:R:3 method="wB97M-V/def2-TZVPD" e_homo_ev=-9.3 orbital_gap_ev=9.69 spin_multiplicity=1
C -2.287 -1.431 0.620
C -1.786 -0.248 -0.242
F -1.926 -0.678 -1.556
C -2.705 0.927 0.014
C -4.067 0.951 -0.733
O -4.853 0.081 -0.746
N -4.273 2.186 -1.364
C -2.910 2.729 -1.689
C -2.241 2.375 -0.363
C -0.842 2.879 -0.023
F -0.340 2.129 0.966
F -1.021 4.089 0.571
C 0.192 3.181 -1.138
F 1.143 3.903 -0.504
F -0.307 4.043 -1.999
C 0.976 2.012 -1.808
F 1.136 0.997 -0.981
F 2.226 2.454 -2.017
C 0.543 1.548 -3.203
F 0.506 2.561 -4.055
F -0.675 1.024 -3.227
C 1.500 0.506 -3.892
F 2.644 1.042 -4.237
F 0.892 0.261 -5.055
C 1.670 -0.886 -3.209
F 0.638 -1.262 -2.461
F 1.728 -1.778 -4.197
C 2.997 -1.099 -2.397
F 3.514 0.008 -1.879
F 3.906 -1.570 -3.250
C 2.874 -2.157 -1.276
F 4.093 -2.337 -0.785
F 2.151 -1.731 -0.277
F 2.462 -3.313 -1.697
H -3.380 -1.399 0.545
H -1.986 -2.387 0.197
H -2.049 -1.305 1.676
H -0.747 -0.093 0.040
H -2.941 0.994 1.076
H -4.810 2.042 -2.212
H -3.018 3.795 -1.865
H -2.643 2.141 -2.569
H -2.873 2.943 0.327
C 4.639 1.618 -6.520
C 5.409 2.356 -7.588
O 6.217 1.791 -8.290
C 5.126 3.831 -7.737
H 4.936 0.570 -6.518
H 4.855 2.049 -5.541
H 3.569 1.681 -6.724
H 5.360 4.353 -6.807
H 4.076 3.986 -7.990
H 5.744 4.238 -8.535
C 2.809 -5.206 3.093
C 1.993 -5.479 1.853
O 0.820 -5.764 1.923
C 2.699 -5.377 0.523
H 2.172 -5.311 3.969
H 3.630 -5.921 3.168
H 3.202 -4.188 3.061
H 3.517 -6.097 0.472
H 3.086 -4.369 0.391
H 1.991 -5.592 -0.274
C 0.419 -3.126 6.560
C 0.474 -2.124 5.434
O -0.448 -1.985 4.662
C 1.733 -1.298 5.306
H -0.531 -3.646 6.537
H 1.226 -3.854 6.443
H 0.514 -2.615 7.520
H 2.593 -1.950 5.142
H 1.886 -0.707 6.211
H 1.637 -0.622 4.458
C -2.655 -0.561 6.927
C -3.164 -1.902 7.396
O -2.491 -2.905 7.312
C -4.556 -1.938 7.977
H -1.649 -0.673 6.532
H -3.300 -0.173 6.137
H -2.632 0.141 7.763
H -5.281 -1.607 7.231
H -4.611 -1.293 8.855
H -4.798 -2.957 8.272
C 4.740 3.954 -2.392
C 4.747 5.306 -3.062
O 4.628 5.415 -4.262
C 4.910 6.514 -2.172
H 4.615 3.180 -3.147
H 5.685 3.790 -1.872
H 3.915 3.895 -1.685
H 5.861 6.460 -1.640
H 4.088 6.561 -1.454
H 4.897 7.415 -2.781
C -7.426 -1.268 -0.148
C -8.139 -1.569 1.146
O -8.143 -0.780 2.065
C -8.850 -2.898 1.250
H -6.964 -0.291 -0.086
H -6.649 -2.012 -0.329
H -8.140 -1.270 -0.974
H -8.135 -3.714 1.128
H -9.622 -2.968 0.482
H -9.318 -2.983 2.229

***

(2)
93
Properties=species:S:1:pos:R:3 method="wB97M-V/def2-TZVPD" e_homo_ev=-10.2 e_above_lowest_kcal_mol=37.53 orbital_gap_ev=6.68 spin_multiplicity=1 charge=+1
Tl 0.155 -1.051 -0.409
C -1.279 -1.742 4.022
C -0.521 -1.700 2.723
N -1.103 -1.298 1.645
N -2.310 -0.876 1.582
C -2.908 -0.674 0.389
O -2.399 -0.972 -0.702
C -4.245 -0.063 0.527
C -4.641 0.452 1.761
C -5.874 1.057 1.898
C -6.727 1.150 0.808
C -6.338 0.647 -0.424
C -5.101 0.043 -0.570
C 0.857 -2.175 2.675
C 1.494 -2.688 3.814
C 2.754 -3.241 3.690
C 3.356 -3.285 2.439
C 2.670 -2.730 1.368
N 1.480 -2.179 1.495
H -2.324 -1.515 3.827
H -0.877 -1.001 4.713
H -1.217 -2.721 4.494
H -3.967 0.379 2.601
H -6.176 1.465 2.851
H -7.700 1.604 0.924
H -7.005 0.738 -1.267
H -4.785 -0.352 -1.524
H 0.999 -2.665 4.770
H 3.253 -3.656 4.551
H 4.320 -3.742 2.293
H 3.082 -2.747 0.368
I 3.316 -7.750 -5.877
C 2.738 -6.152 -4.618
C 2.376 -6.417 -3.307
C 1.963 -5.380 -2.495
C 1.903 -4.083 -2.993
C 2.317 -3.822 -4.293
C 2.728 -4.857 -5.111
C 1.299 -3.000 -2.149
O 1.396 -1.814 -2.526
O 0.681 -3.356 -1.127
H 2.395 -7.424 -2.921
H 1.672 -5.557 -1.471
H 2.311 -2.809 -4.666
H 3.020 -4.657 -6.129
C -0.150 1.980 3.444
N 0.145 2.944 2.408
C 0.558 4.248 2.866
P -0.398 2.572 0.867
O -0.125 1.138 0.638
N -2.043 2.884 0.794
C -2.735 3.891 1.562
C -2.652 2.597 -0.488
N 0.356 3.533 -0.266
C 0.062 4.935 -0.471
C 1.559 3.075 -0.920
H -0.917 2.347 4.133
H 0.754 1.745 4.013
H -0.512 1.081 2.956
H -0.192 4.729 3.507
H 0.750 4.889 2.010
H 1.480 4.159 3.450
H -2.171 4.126 2.460
H -3.714 3.504 1.861
H -2.896 4.813 0.990
H -2.111 1.768 -0.937
H -2.614 3.457 -1.167
H -3.693 2.311 -0.334
H -0.813 5.221 0.108
H -0.139 5.123 -1.531
H 0.913 5.562 -0.177
H 1.568 1.990 -0.893
H 2.458 3.470 -0.436
H 1.553 3.398 -1.962
C -1.473 -1.056 -3.811
S -0.928 0.646 -3.441
C 0.572 0.663 -4.490
O -0.413 0.622 -2.042
H -1.935 -1.071 -4.791
H -2.190 -1.331 -3.043
H -0.619 -1.721 -3.770
H 0.283 0.589 -5.531
H 1.215 -0.158 -4.192
H 1.079 1.607 -4.315
C 5.324 1.537 0.607
C 4.911 0.088 0.327
C 3.538 -0.021 -0.071
N 2.436 -0.097 -0.370
H 6.399 1.576 0.764
H 4.823 1.914 1.494
H 5.074 2.183 -0.231
H 5.040 -0.517 1.232
H 5.543 -0.323 -0.465

***

(3)
89
Properties=species:S:1:pos:R:3 method="wB97M-V/def2-TZVPD" e_homo_ev=-19.2 e_above_lowest_kcal_mol=9.32 orbital_gap_ev=6.15 spin_multiplicity=1 charge=+4
Ti -0.199 0.051 -0.331
C 4.057 1.962 2.649
N 2.807 1.236 2.492
C 2.239 0.731 3.726
C 2.240 1.014 1.330
O 1.146 0.382 1.187
C 2.923 1.532 0.067
O 2.383 0.886 -1.067
C 3.081 -0.272 -1.501
C 2.233 -1.519 -1.250
O 1.028 -1.343 -0.871
N 2.750 -2.707 -1.444
C 2.003 -3.923 -1.167
C 4.098 -2.937 -1.926
H 4.147 2.277 3.686
H 4.101 2.852 2.022
H 4.916 1.323 2.431
H 2.985 0.137 4.256
H 1.364 0.121 3.517
H 1.952 1.567 4.366
H 4.008 1.400 0.123
H 2.719 2.606 -0.056
H 4.053 -0.366 -1.002
H 3.259 -0.158 -2.581
H 1.158 -3.716 -0.512
H 2.667 -4.643 -0.686
H 1.647 -4.369 -2.098
H 4.481 -2.108 -2.512
H 4.103 -3.827 -2.556
H 4.776 -3.129 -1.091
C -2.732 1.145 -2.697
C -2.464 -0.319 -2.608
C -2.959 -1.168 -3.608
C -2.785 -2.534 -3.503
C -2.197 -3.044 -2.347
C -1.742 -2.157 -1.383
N -1.800 -0.802 -1.548
C -1.342 -2.552 -0.021
C -1.517 -3.799 0.576
C -1.300 -3.917 1.947
C -1.049 -2.786 2.709
C -0.944 -1.557 2.056
N -0.976 -1.494 0.720
C -1.154 -0.242 2.678
C -1.145 -0.001 4.046
C -1.688 1.196 4.509
C -2.307 2.035 3.605
C -2.289 1.720 2.237
C -3.154 2.471 1.284
N -1.631 0.656 1.779
H -3.786 1.322 -2.471
H -2.583 1.516 -3.709
H -2.120 1.712 -1.992
H -3.489 -0.751 -4.451
H -3.136 -3.201 -4.280
H -2.126 -4.110 -2.199
H -1.850 -4.651 0.006
H -1.405 -4.880 2.426
H -1.002 -2.848 3.785
H -0.753 -0.728 4.740
H -1.692 1.423 5.564
H -2.843 2.906 3.949
H -4.188 2.200 1.511
H -2.953 2.186 0.252
H -3.088 3.548 1.407
N -0.308 2.036 -0.381
C -0.433 3.155 -0.036
N -0.590 4.345 0.355
C -1.170 5.415 -0.474
C -0.203 6.591 -0.561
C 0.211 7.063 0.829
C 0.806 5.903 1.623
C -0.199 4.760 1.711
H -2.099 5.735 0.009
H -1.406 5.020 -1.463
H -0.703 7.401 -1.090
H 0.676 6.310 -1.142
H -0.649 7.472 1.359
H 0.945 7.862 0.741
H 1.051 6.231 2.632
H 1.727 5.556 1.149
H -1.102 5.108 2.223
H 0.201 3.894 2.247
C 0.395 -0.190 -3.862
O 0.277 0.598 -2.664
H 1.379 -0.065 -4.322
H -0.366 0.095 -4.594
H 0.258 -1.236 -3.590
H 0.565 1.491 -2.904

***

(4)
86
Properties=species:S:1:pos:R:3 method="wB97M-V/def2-TZVPD" e_homo_ev="-11.4 / -11.4" e_above_lowest_kcal_mol=2.34 orbital_gap_ev="4.30 / 4.39" spin_multiplicity=8 charge=+2
N -6.713 4.967 -5.106
C -6.467 5.595 -3.944
C -5.503 5.123 -3.032
C -4.729 3.963 -3.344
C -5.046 3.305 -4.563
C -6.021 3.864 -5.432
C -3.671 3.458 -2.416
Eu 0.116 2.566 -0.686
P 5.548 -0.948 0.146
C -2.743 2.488 -2.706
C -2.019 1.629 -1.788
C -0.965 0.890 -2.409
C -0.231 -0.014 -1.684
C -0.698 -0.525 -0.405
C -1.707 0.269 0.210
C -2.275 1.406 -0.385
Br 1.466 0.102 0.740
H -3.732 3.918 -1.421
H -2.650 2.256 -3.785
H -5.341 5.668 -2.101
H -4.545 2.369 -4.851
H -7.069 6.490 -3.717
H -6.244 3.374 -6.400
H -0.788 1.028 -3.485
H -3.029 2.031 0.142
H 0.687 -0.386 -2.123
H -2.002 0.022 1.234
P -0.724 -2.375 -0.230
C 4.988 0.788 0.314
C 6.228 1.623 -0.042
H 4.625 0.963 1.341
H 4.154 0.918 -0.394
H 6.126 2.655 0.295
H 7.133 1.196 0.416
H 6.386 1.630 -1.127
C 4.868 -1.445 -1.475
C 5.795 -2.526 -2.042
H 4.860 -0.544 -2.112
H 3.842 -1.807 -1.301
H 5.584 -2.697 -3.098
H 6.852 -2.240 -1.952
H 5.656 -3.478 -1.518
C 4.626 -1.962 1.388
C 5.501 -2.261 2.608
H 4.320 -2.887 0.874
H 3.734 -1.371 1.646
H 4.962 -2.907 3.307
H 6.440 -2.762 2.345
H 5.759 -1.339 3.136
C -0.442 -3.688 1.084
C -1.547 -4.753 1.125
H -0.207 -3.224 2.057
H 0.494 -4.192 0.786
H -2.515 -4.349 1.454
H -1.647 -5.163 0.110
H -1.277 -5.586 1.787
C 0.605 -2.755 -1.418
C 0.164 -2.827 -2.871
H 0.994 -3.732 -1.113
H 1.404 -2.033 -1.183
H -0.703 -3.494 -2.953
H -0.106 -1.861 -3.312
H 0.983 -3.261 -3.458
C -2.389 -2.711 -0.861
C -3.475 -2.282 0.132
H -2.437 -3.788 -1.065
H -2.493 -2.210 -1.833
H -4.165 -1.575 -0.349
H -4.038 -3.167 0.455
H -3.060 -1.805 1.036
N -2.006 -1.375 3.248
C -1.516 -0.211 3.786
N -0.870 0.699 3.103
C -0.515 1.773 3.893
C 0.325 2.818 3.508
C 0.657 3.792 4.438
C 0.159 3.730 5.748
C -0.658 2.670 6.164
C -0.991 1.700 5.228
S -1.836 0.162 5.447
H -2.318 -2.051 3.939
H -1.368 -1.766 2.540
H 0.717 2.787 2.493
H 1.322 4.597 4.142
H 0.414 4.506 6.461
H -1.004 2.544 7.184

***

(5)
86
Properties=species:S:1:pos:R:3 method="wB97M-V/def2-TZVPD" e_homo_ev="-19.6 / -19.5" e_above_lowest_kcal_mol=22.92 orbital_gap_ev="5.77 / 4.68" spin_multiplicity=3 charge=+4
N -5.600 -1.781 3.829
C -4.532 -1.184 4.367
C -3.740 -0.287 3.642
C -4.061 -0.075 2.274
C -5.211 -0.688 1.742
C -5.935 -1.557 2.567
C -3.273 0.784 1.410
W 0.192 0.949 -0.743
P 2.614 0.269 -1.155
C -3.376 0.780 0.049
C -2.452 1.621 -0.800
C -2.229 1.292 -2.169
C -0.969 1.540 -2.695
C -0.022 2.425 -2.059
C -0.463 3.067 -0.841
C -1.769 2.789 -0.383
Br 1.521 3.062 -3.258
H -2.449 1.323 1.914
H -3.894 -0.030 -0.493
H -2.845 0.164 4.068
H -5.493 -0.550 0.709
H -4.279 -1.387 5.409
H -6.824 -2.060 2.171
H -3.014 0.846 -2.778
H -2.253 3.450 0.334
H -0.696 1.252 -3.695
H 0.127 3.885 -0.404
P -0.818 -2.059 -0.707
C 2.964 1.939 -0.424
C 3.894 2.835 -1.234
H 3.351 1.797 0.607
H 1.987 2.465 -0.292
H 3.957 3.824 -0.761
H 4.897 2.418 -1.353
H 3.461 3.015 -2.229
C 2.136 -0.262 -2.868
C 3.228 -0.386 -3.935
H 1.334 0.379 -3.247
H 1.704 -1.257 -2.705
H 2.752 -0.297 -4.927
H 3.987 0.410 -3.848
H 3.686 -1.393 -3.893
C 4.076 -0.751 -0.779
C 5.385 -0.226 -1.383
H 3.866 -1.765 -1.166
H 4.156 -0.830 0.320
H 6.176 -0.966 -1.214
H 5.306 -0.094 -2.471
H 5.717 0.703 -0.908
C 0.140 -3.445 0.050
C 1.435 -3.884 -0.604
H -0.569 -4.287 0.043
H 0.332 -3.219 1.117
H 1.702 -4.854 -0.170
H 1.321 -4.026 -1.680
H 2.275 -3.200 -0.417
C -0.685 -2.586 -2.449
C -1.770 -1.939 -3.271
H -0.755 -3.678 -2.472
H 0.290 -2.307 -2.852
H -1.705 -2.245 -4.319
H -2.758 -2.212 -2.898
H -1.709 -0.848 -3.245
C -2.475 -2.608 -0.131
C -2.552 -3.099 1.311
H -2.785 -3.402 -0.829
H -3.167 -1.766 -0.256
H -3.574 -3.425 1.528
H -1.900 -3.955 1.493
H -2.288 -2.320 2.034
N 0.890 -0.757 0.756
C 1.057 0.310 1.598
N 0.407 1.425 1.282
C 0.480 2.353 2.348
C -0.009 3.652 2.384
C 0.437 4.478 3.404
C 1.322 4.008 4.392
C 1.666 2.654 4.446
C 1.262 1.857 3.389
S 1.824 0.240 3.091
H 1.784 -1.206 0.526
H 0.415 -1.461 1.340
H -0.726 3.980 1.640
H 0.113 5.514 3.452
H 1.751 4.672 5.132
H 2.248 2.188 5.238